Entry 1:
Entry from the OMol25 dataset: C8H31BF4N9O7 as an isolated structure in a non-equilibrium geometry (the ωB97M-V functional and the def2-TZVPD basis).

```
60
Properties=species:S:1:pos:R:3:forces:R:3:lowdin_charge:R:1
B 1.133963 0.021936 -0.083354 -0.9 -4.2 0.6 -1.1026
F 0.960977 0.560345 1.141508 -6.9 -14.6 -11.7 0.2179
F 0.126734 0.425997 -0.942536 2.4 -1.1 0.2 0.1378
F 2.337132 0.330244 -0.581076 -3.8 6.3 1.6 0.2453
F 1.016183 -1.419641 0.034438 4.3 13.0 3.2 0.1406
C -1.119748 -2.272063 -1.574731 -2.5 -1.7 -1.9 -0.7690
O -1.875001 -2.943199 -2.275867 -1.5 -1.4 -0.7 -0.0246
N -0.044949 -2.731467 -1.049801 1.3 -7.5 -1.1 0.2059
N -1.325374 -1.037475 -1.324861 2.6 -1.9 2.1 0.1760
H 0.621754 -2.204571 -0.503927 -2.7 -4.6 -3.8 -0.1675
H -0.051088 -3.738629 -0.974456 0.3 0.0 -0.7 0.1187
H -2.226912 -0.582253 -1.334494 1.1 -2.6 0.0 -0.0902
H -0.493554 -0.553683 -1.018034 -4.1 -3.8 -0.9 -0.0354
C 0.714283 2.935022 -0.617114 1.2 3.7 -1.4 -0.7167
O 0.971393 4.125330 -0.600794 0.5 1.1 0.3 0.0499
N 1.201695 2.089099 -1.488821 3.3 0.8 -4.0 0.2127
N -0.165653 2.365895 0.128255 -0.9 1.6 1.5 0.0742
H 2.045444 2.379992 -1.961655 -0.1 0.3 0.1 0.1415
H 1.174520 1.129421 -1.175168 1.7 5.3 -3.8 0.0118
H -0.335788 2.752005 1.045898 1.3 0.1 -0.7 0.1195
H -0.426883 1.432228 -0.154814 -0.2 2.8 1.6 0.0301
C 1.130188 2.345267 2.431346 2.3 4.4 2.4 -0.7986
O 1.058576 3.433913 2.982914 -0.2 2.2 0.6 0.0164
N 2.091080 1.922529 1.693018 8.7 4.5 -0.4 0.2286
N 0.206141 1.494760 2.529950 -7.7 -3.1 6.8 0.1493
H 2.921947 2.443706 1.451911 -0.4 0.4 0.8 0.1471
H 1.815112 1.043713 1.278747 8.3 4.5 1.8 -0.1494
H -0.733039 1.711145 2.831973 0.6 0.5 0.5 0.1157
H 0.374464 0.550349 2.213937 -2.7 1.3 4.6 0.0646
C 1.833180 -3.163275 1.268705 -0.7 -2.9 1.5 -0.5487
O 2.548967 -2.816151 0.347207 -5.7 -16.7 -2.0 0.1844
N 0.703341 -2.657922 1.737013 -2.0 1.3 1.6 0.2147
N 2.107113 -4.271841 1.970896 1.7 -1.8 0.2 0.1764
H 0.253783 -3.146173 2.498325 0.0 0.4 -0.4 0.1255
H 0.268428 -1.877844 1.265389 -0.5 -1.1 1.5 0.1010
H 2.900975 -4.779683 1.607605 -0.1 -0.1 0.6 0.1223
H 1.610706 -4.562666 2.801016 0.4 0.0 -0.4 0.1057
C -3.093690 -0.221863 1.036842 -0.7 0.1 -1.1 -0.0088
C -2.139579 0.798335 0.411808 -1.3 -1.0 -0.2 -0.4288
C -2.479041 1.374317 -0.991518 -1.1 -1.5 -1.1 -0.0618
O -2.767265 0.268695 -1.905135 -5.9 7.3 -3.0 -0.2026
C -2.731427 0.583297 -3.315222 -0.2 0.3 0.8 -0.0160
N -2.049651 1.895821 1.284695 -3.0 2.1 1.1 0.0125
H -2.606848 -0.598776 1.936297 -0.3 -0.3 -0.1 0.0856
H -3.439993 -0.979960 0.334374 0.8 -0.6 0.1 0.0824
H -4.067214 0.210732 1.267534 0.2 0.6 0.5 0.0781
H -1.144094 0.354879 0.390481 -1.5 -0.5 0.6 0.1034
H -1.674131 1.993661 -1.387298 -0.2 -0.1 -0.1 0.1315
H -3.377253 1.990027 -0.944417 -0.1 0.1 0.3 0.1389
H -1.724069 0.813933 -3.661832 0.3 -0.3 0.2 0.0943
H -3.316389 1.487555 -3.483219 -0.2 0.0 0.0 0.0838
H -3.169795 -0.243813 -3.873624 0.2 0.0 0.3 0.0999
H -1.564666 2.559046 0.697305 -0.9 0.3 0.6 0.0359
H -2.915671 2.412425 1.227919 -1.2 -0.4 0.7 0.1020
O 3.592016 -0.749999 -1.751651 2.2 -1.6 -3.9 -0.0162
H 2.803268 -0.310759 -1.433556 2.1 -2.2 -2.9 -0.1195
H 3.470782 -0.804211 -2.699588 0.3 -0.2 -0.6 0.0365
O 3.406280 -1.163413 0.482603 6.0 8.8 4.0 -0.0226
H 2.799457 -0.456310 0.263539 3.9 -2.5 2.7 -0.0870
H 2.858883 -1.947983 0.515116 2.4 6.2 0.8 -0.3525
```
Positions in Å, forces in eV/Å.

The HOMO energy is -5.30 eV. The charge is -1.


Entry 2:
Entry from the OMol25 dataset: a 9-piece molecular cluster, C14H20Cl17F2N2O overall in a non-equilibrium geometry (the ωB97M-V functional and the def2-TZVPD basis).

```
56
Properties=species:S:1:pos:R:3:forces:R:3:lowdin_charge:R:1
O 6.869979 -0.191663 0.233309 -9.0 4.5 0.4 0.0439
C 5.681704 0.416961 0.276957 6.3 -3.0 1.1 -0.1787
F 5.098162 0.771305 1.608274 1.4 -0.9 -4.4 -0.0152
C 4.848120 0.831240 -1.072642 -0.5 -0.6 0.5 -0.0403
C 3.227384 0.649478 -0.845559 -3.1 1.6 0.5 0.0285
N 2.580224 -0.697983 -0.715637 1.3 3.5 -0.2 0.0226
N 1.300755 -1.115726 -0.562122 -2.2 4.1 0.3 0.0809
C 0.235739 -0.093432 -0.449424 3.7 0.9 -0.4 -0.4332
Cl -1.547709 -0.683517 -0.234725 4.1 1.3 -0.5 0.5874
C 0.644403 1.480189 -0.510744 2.1 -0.6 -0.4 0.0974
C 2.193376 1.961166 -0.742221 -1.4 -3.6 0.4 0.0508
F 2.649233 3.378657 -0.831736 -1.8 -5.6 0.3 -0.0094
H 5.126741 1.943688 -1.357214 -0.9 -2.2 0.8 0.1626
H 5.196489 0.106763 -1.953495 -0.7 1.6 2.2 0.0826
H 3.289280 -1.496020 -0.753960 -1.3 1.1 -0.1 0.1222
H -0.219440 2.281801 -0.393145 2.0 -1.8 -0.3 0.1150
C -1.731943 2.614475 2.678599 0.1 0.3 0.4 -1.0442
Cl -2.755754 2.637485 1.237660 0.0 0.0 -0.1 0.4965
Cl -0.920076 1.054372 2.857175 0.1 0.0 0.1 0.5196
H -0.977622 3.400153 2.591650 -0.2 -0.2 0.0 0.0218
H -2.353151 2.795114 3.559331 0.1 -0.2 -0.3 0.0142
C -3.700510 6.188970 1.712300 -0.5 0.0 0.0 -0.9805
Cl -2.443031 6.476586 0.503562 -0.1 -0.1 -0.2 0.5340
Cl -3.008531 5.561611 3.213142 -0.3 0.1 0.0 0.5303
H -4.213224 7.130497 1.923252 0.3 -0.2 0.0 0.0400
H -4.413474 5.460855 1.317649 0.3 0.1 0.1 0.0241
C -0.391385 8.574247 2.465427 0.0 0.0 -0.3 -1.0455
Cl -0.694163 10.268647 2.868361 0.0 0.0 -0.1 0.5120
Cl -0.386598 7.566173 3.917564 0.2 0.0 0.0 0.4781
H -1.176263 8.223150 1.791226 0.2 0.2 0.3 -0.0550
H 0.581039 8.493854 1.973342 -0.2 0.1 0.2 0.0311
C 4.454370 -3.089396 -3.574913 0.1 -0.2 -0.4 -1.0248
Cl 5.291543 -2.313642 -2.224960 0.2 -0.1 0.3 0.5989
Cl 2.703628 -2.886000 -3.439002 0.0 0.0 -0.1 0.5261
H 4.793382 -2.638011 -4.510419 -0.2 0.0 0.7 -0.0645
H 4.689706 -4.156557 -3.573496 -0.1 0.3 0.1 0.0447
C 2.774746 -3.830837 -7.199904 -0.6 -0.2 -0.1 -1.0101
Cl 4.358128 -3.277682 -6.641384 0.1 -0.1 -0.5 0.5735
Cl 2.696878 -3.857718 -8.965733 -0.1 0.0 0.2 0.5311
H 2.596227 -4.839831 -6.820546 0.2 0.2 -0.1 0.0366
H 2.006650 -3.152539 -6.820222 0.3 -0.1 -0.1 0.0267
C -2.025254 -4.182057 1.265950 -0.2 -0.3 0.3 -1.0910
Cl -0.441872 -3.628901 1.824469 0.1 0.0 0.1 0.4868
Cl -2.103122 -4.208937 -0.499880 -0.1 0.0 0.0 0.4853
H -2.203773 -5.191051 1.645307 0.2 0.2 -0.2 -0.0337
H -2.793350 -3.503758 1.645632 0.7 -0.3 -0.2 -0.1074
C -5.184761 -1.085042 0.386124 -0.1 0.2 -0.3 -0.9986
Cl -4.691670 -2.496969 1.328647 -0.5 0.3 -0.1 0.5778
Cl -6.064054 0.074334 1.389931 0.1 0.0 -0.1 0.5219
H -4.294109 -0.599962 -0.020432 -0.2 -0.1 0.2 -0.0221
H -5.832777 -1.411413 -0.431051 0.1 0.0 0.3 0.0398
C -3.944919 -7.241196 3.862152 -0.2 -0.3 0.2 -1.0023
Cl -2.236489 -7.448213 3.457882 0.0 -0.1 0.0 0.5224
Cl -4.564461 -5.707023 3.239722 -0.2 0.0 0.0 0.5219
H -4.516792 -8.061039 3.420939 0.2 0.3 0.0 0.0340
H -4.057610 -7.255657 4.949033 0.1 0.1 -0.3 0.0339
```
Positions in Å, forces in eV/Å.

The HOMO energy is -12.31 eV. The value obtained for the energy relative to the best compared isomer or geometry (same formula, charge and spin) is 854.28 kJ/mol. The charge is +1.


no.,LUMO energy (eV),Kohn-Sham gap (eV)
1,2.402,7.698
2,-5.618,6.691